No. 1
The following is a quantum chemistry calculation of a 2-piece molecular cluster, C11H28BN2O3Si overall in a non-equilibrium geometry, from OMol25.

```
46
Properties=species:S:1:pos:R:3:mulliken_charge:R:1
C -1.202 1.101 2.564 -0.98
C -1.649 2.380 1.873 -0.09
O -2.914 2.207 1.242 -0.37
B -4.078 2.388 1.943 0.50
O -4.025 3.180 3.063 -0.61
Si -5.771 1.460 1.282 0.24
N -5.990 0.026 2.279 -0.60
H -1.467 0.241 1.943 0.22
H -0.113 1.109 2.662 0.31
H -1.637 0.972 3.554 0.37
H -0.941 2.631 1.077 0.17
H -1.654 3.229 2.558 0.31
H -4.863 3.230 3.526 0.30
H -5.604 1.104 -0.154 -0.13
H -6.964 2.331 1.399 -0.13
H -5.088 -0.356 2.541 0.24
H -6.461 -0.720 1.777 0.26
C 0.700 -0.476 -2.845 -1.47
C 1.555 0.211 -1.776 1.22
C 3.044 0.280 -2.179 -1.19
C 3.784 -1.047 -2.122 -0.47
C 3.667 -1.681 -0.744 -1.20
C 2.216 -1.908 -0.279 1.37
N 1.551 -0.543 -0.449 0.90
O 1.564 0.150 0.524 -0.33
C 1.533 -3.009 -1.099 -1.64
C 2.153 -2.296 1.189 -1.79
C 0.985 1.601 -1.547 -1.78
H 0.981 -1.500 -3.055 0.27
H -0.354 -0.458 -2.568 0.42
H 0.816 0.087 -3.769 0.45
H 3.541 1.002 -1.524 0.41
H 3.060 0.697 -3.186 0.45
H 3.420 -1.725 -2.896 0.34
H 4.837 -0.872 -2.341 0.39
H 4.146 -2.660 -0.715 0.40
H 4.174 -1.050 -0.008 0.43
H 0.449 -2.982 -0.989 0.39
H 1.881 -3.966 -0.717 0.47
H 1.778 -2.982 -2.155 0.37
H 2.697 -1.606 1.830 0.39
H 2.608 -3.279 1.288 0.46
H 1.122 -2.357 1.540 0.46
H -0.021 1.556 -1.127 0.45
H 0.929 2.092 -2.517 0.45
H 1.606 2.209 -0.893 0.42
```

Summary:
HOMO level ... -11.60 eV
Net charge ... +1
LUMO ... -6.212 eV
Energy ... -1085.282172 Eh
Kohn-Sham gap ... 5.39 eV
Relative energy (zero: lowest compared OMol25 entry of this formula, charge and spin) ... 0.000 eV

---

No. 2
The following is a quantum chemistry calculation of a 2-piece molecular cluster, C11H28FN2OSi overall in a non-equilibrium geometry, from OMol25.

```
44
Properties=species:S:1:pos:R:3:mulliken_charge:R:1
C 3.825 -2.989 -1.699 -1.00
C 2.305 -2.832 -1.305 0.46
C 1.502 -4.153 -1.160 -0.99
N 1.856 -1.642 -1.092 -0.27
Si 1.025 -0.905 -2.465 0.38
C -0.829 -0.713 -1.956 0.03
C -1.428 -2.190 -1.982 -0.41
C -2.886 -2.212 -2.545 -0.39
F -3.791 -2.213 -1.494 -0.31
H 3.958 -3.966 -2.201 0.37
H 4.070 -2.117 -2.332 0.30
H 4.379 -2.925 -0.734 0.27
H 0.702 -4.283 -1.913 0.23
H 2.213 -5.006 -1.258 0.39
H 1.033 -4.269 -0.157 0.26
H 1.018 -1.734 -3.681 -0.10
H 1.590 0.415 -2.814 -0.24
H -1.378 -0.026 -2.635 0.45
H -0.786 -0.328 -0.911 -0.40
H -1.326 -2.682 -0.996 0.34
H -0.791 -2.763 -2.701 0.11
H -3.010 -1.320 -3.194 0.26
H -2.995 -3.106 -3.192 0.27
C -0.941 1.071 2.195 -1.04
N -0.408 2.401 2.674 -0.06
C 0.542 2.141 3.812 -0.89
C -1.545 3.240 3.174 -0.90
C 0.370 3.114 1.576 -0.53
C -0.443 3.509 0.356 -0.66
O -0.990 2.359 -0.268 -0.37
H -1.249 0.498 3.069 0.43
H -1.804 1.237 1.560 0.39
H -0.148 0.549 1.664 0.45
H -0.001 1.638 4.608 0.39
H 0.929 3.096 4.164 0.40
H 1.351 1.512 3.446 0.39
H -2.272 3.367 2.376 0.37
H -1.150 4.204 3.493 0.36
H -2.008 2.724 4.013 0.39
H 1.171 2.432 1.287 0.42
H 0.806 4.005 2.029 0.38
H 0.220 4.013 -0.354 0.42
H -1.248 4.204 0.612 0.40
H -1.436 2.646 -1.071 0.27
```

Summary:
HOMO level ... -10.31 eV
Net charge ... +1
LUMO ... -2.528 eV
Energy ... -1009.722956 Eh
Kohn-Sham gap ... 7.78 eV

---

No. 3
The following is a quantum chemistry calculation of a 6-piece molecular cluster, C11H28IN4O5 overall in a non-equilibrium geometry, from OMol25.

```
49
Properties=species:S:1:pos:R:3:mulliken_charge:R:1
I 10.426 8.059 27.955 -0.50
C 7.247 4.745 31.359 -1.45
C 7.780 5.913 30.510 0.74
C 8.102 7.069 31.406 -0.91
O 8.927 5.423 29.883 -0.48
H 6.271 4.933 31.806 0.36
H 7.925 4.402 32.141 0.34
H 7.159 3.977 30.591 0.36
H 7.068 6.259 29.761 0.14
H 8.695 6.899 32.304 0.32
H 7.220 7.584 31.787 0.40
H 8.627 7.863 30.875 0.00
H 9.300 6.098 29.311 0.09
O 7.474 8.841 23.062 -0.71
C 7.963 8.942 24.208 0.46
N 9.220 8.609 24.415 -0.29
C 7.049 9.446 25.301 -0.54
H 9.644 8.426 25.313 0.09
H 9.649 8.140 23.629 0.21
H 6.106 9.728 24.833 0.29
H 7.424 10.301 25.862 0.20
H 6.984 8.548 25.915 0.17
O 13.062 8.958 31.016 -0.63
C 12.316 8.912 31.985 0.68
N 11.059 8.598 31.770 -0.12
C 12.710 9.338 33.377 -1.04
H 10.750 8.399 30.829 -0.04
H 10.360 8.704 32.491 0.20
H 11.874 9.840 33.864 0.32
H 13.445 10.143 33.370 0.30
H 13.080 8.534 34.013 0.24
O 13.930 6.143 26.674 -0.62
C 13.420 5.373 25.837 0.75
N 12.114 5.454 25.579 -0.30
C 14.348 4.617 24.947 -1.01
H 11.673 4.856 24.895 0.16
H 11.629 6.182 26.083 0.06
H 15.394 4.924 24.927 0.27
H 13.922 4.684 23.946 0.29
H 14.372 3.579 25.278 0.27
O 6.384 12.170 28.875 -0.73
C 6.937 11.086 28.772 0.65
N 8.225 11.097 28.462 -0.21
C 6.276 9.774 29.114 -0.62
H 8.650 12.006 28.341 0.16
H 8.758 10.239 28.442 0.06
H 5.629 9.388 28.326 0.28
H 5.611 10.118 29.906 0.34
H 6.857 8.917 29.458 -0.01
```

Summary:
HOMO level ... -5.27 eV
Net charge ... -1
LUMO ... 2.760 eV
Energy ... -1329.034613 Eh
Kohn-Sham gap ... 8.03 eV
Relative energy (zero: lowest compared OMol25 entry of this formula, charge and spin) ... 0.000 eV

---

Q: Among the records above, which one has the lowest net charge?
A: C11H28IN4O5